Below is one molecule with the formula C16H19N7O, with properties calculated with ωB97M-V/def2-TZVPD.

Its net charge is 0. As for the max |F|: 1.26 eV/A. Its structure (SMILES) is CN(Cc1nc(-c2cnccn2)no1)Cc1n[nH]c2c1CCCC2. As for the electronic energy: -1079.596122 Eh. Its relative energy (zero: lowest compared OMol25 entry of this formula, charge and spin) is 20.77 kcal per mole. The HOMO-LUMO gap comes out at 0.31627 Eh.

Each line ends with the natural charge from an NBO analysis.
Geometry (Å):
C1 -2.3222 -3.3856 -1.0168  -0.41
N1 -2.7706 -2.1812 -0.3482  -0.42
C2 -2.3834 -2.1185 1.0431  -0.30
C3 -0.9975 -1.6130 1.2560  0.54
N2 0.0535 -1.8288 0.5236  -0.50
C4 1.0083 -1.0585 1.1139  0.27
C5 2.3712 -0.9356 0.6262  0.10
C6 3.3655 -0.3373 1.4083  0.03
N3 4.5972 -0.1864 0.9592  -0.37
C7 4.8583 -0.6376 -0.2601  -0.01
C8 3.8776 -1.2484 -1.0324  0.00
N4 2.6395 -1.3903 -0.5949  -0.36
N5 0.5648 -0.4135 2.1640  -0.14
O1 -0.7404 -0.7689 2.2674  -0.27
C9 -2.4252 -0.9963 -1.1390  -0.26
C10 -2.2134 0.2521 -0.3501  0.12
N6 -3.0562 0.6909 0.5752  -0.29
N7 -2.5239 1.8145 1.0620  -0.32
C11 -1.3509 2.1201 0.4674  0.16
C12 -1.1121 1.1295 -0.4613  -0.14
C13 0.0938 1.1164 -1.3387  -0.42
C14 1.1371 2.0827 -0.7687  -0.39
C15 0.5101 3.4311 -0.4103  -0.38
C16 -0.4680 3.2773 0.7590  -0.44
H1 -2.7033 -4.2537 -0.4804  0.20
H2 -2.7368 -3.3951 -2.0238  0.20
H3 -1.2281 -3.4520 -1.0807  0.19
H4 -2.4784 -3.1185 1.4750  0.23
H5 -3.0652 -1.4422 1.5678  0.25
H6 3.1503 0.0233 2.4038  0.22
H7 5.8703 -0.5015 -0.6150  0.20
H8 4.0786 -1.6267 -2.0254  0.20
H9 -3.2448 -0.8428 -1.8520  0.22
H10 -1.5022 -1.1742 -1.7101  0.20
H11 -2.9954 2.3098 1.8014  0.41
H12 0.5122 0.1086 -1.4109  0.23
H13 -0.1866 1.4286 -2.3504  0.21
H14 1.9383 2.2262 -1.4965  0.21
H15 1.5773 1.6505 0.1337  0.20
H16 1.2908 4.1457 -0.1446  0.21
H17 -0.0244 3.8199 -1.2799  0.20
H18 -1.0530 4.1900 0.8990  0.22
H19 0.0872 3.0896 1.6842  0.22

---

Below is C16H20As2HgN2 as an isolated structure, with properties calculated with ωB97M-V/def2-TZVPD.

Its net charge is +1. The spin multiplicity is 2. As for the max |F|: 0.93 eV/A. As for the electronic energy: -5355.852008 Eh. As for the expectation value of S²: 0.76. The HOMO-LUMO gap (spin up / spin down) comes out at 0.30952 / 0.18369 Eh.

Each line ends with the Mulliken spin population.
Geometry (Å):
Hg1 1.5736 -1.0565 -0.2962  0.10
C1 -2.1107 -3.5392 0.4369  0.03
As1 -1.7992 -1.6686 -0.0642  0.33
C2 -2.1078 -1.8952 -1.9875  0.00
C3 -3.3852 -0.7407 0.6074  0.04
C4 -4.4449 -1.4227 1.1865  0.01
C5 -5.5048 -0.7073 1.7240  0.00
C6 -5.4997 0.6743 1.6892  0.01
C7 -4.4394 1.3569 1.1071  0.00
C8 -3.3730 0.6482 0.5728  0.05
As2 -1.7123 1.4783 -0.1074  0.30
C9 -1.9461 3.3419 0.4799  0.03
C10 -2.1305 1.7849 -2.0082  0.00
H1 -2.1857 -3.6627 1.5150  0.00
H2 -1.2841 -4.1543 0.0832  0.00
H3 -3.0277 -3.8884 -0.0400  0.02
H4 -3.1647 -2.0742 -2.1930  0.01
H5 -1.5235 -2.7553 -2.3185  0.00
H6 -1.7794 -1.0286 -2.5553  0.00
H7 -4.4355 -2.5022 1.2615  0.00
H8 -6.3114 -1.2344 2.2115  0.00
H9 -6.2982 1.2321 2.1555  0.00
H10 -4.4472 2.4389 1.1038  0.00
H11 -2.8577 3.7323 0.0304  0.01
H12 -1.1093 3.9602 0.1582  0.00
H13 -2.0158 3.3902 1.5650  0.00
H14 -3.2014 1.9561 -2.1130  0.01
H15 -1.8423 0.9427 -2.6335  0.00
H16 -1.5850 2.6627 -2.3545  0.00
N1 3.4121 6.8353 0.4306  0.00
C11 3.0086 5.7674 0.3617  0.00
C12 2.4418 4.4686 0.2673  0.00
C13 2.2128 3.8912 -0.9829  0.01
C14 1.5325 2.6861 -1.0300  0.00
N2 1.0932 2.0665 0.0588  0.03
C15 1.3529 2.5899 1.2509  0.00
C16 2.0278 3.7857 1.4124  0.01
H17 2.5433 4.3814 -1.8850  0.00
H18 1.3075 2.2040 -1.9733  0.00
H19 0.9746 2.0362 2.1006  -0.01
H20 2.2127 4.1972 2.3914  0.00

---

Below is a 10-piece molecular cluster, C16H20BCl36NOP2S overall, with properties calculated with ωB97M-V/def2-TZVPD.

Its net charge is 0. As for the max |F|: 0.56 eV/A. Its structure (SMILES) is CCCCCCCB([PH2]=S)P(N)O.ClC(Cl)(Cl)Cl.ClC(Cl)(Cl)Cl.ClC(Cl)(Cl)Cl.ClC(Cl)(Cl)Cl.ClC(Cl)(Cl)Cl.ClC(Cl)(Cl)Cl.ClC(Cl)(Cl)Cl.ClC(Cl)(Cl)Cl.ClC(Cl)(Cl)Cl. As for the electronic energy: -18424.205016 Eh. Its relative energy (zero: lowest compared OMol25 entry of this formula, charge and spin) is 0.00 kcal per mole. The HOMO-LUMO gap comes out at 0.28578 Eh.

Each line ends with the Löwdin charge.
Geometry (Å):
C1 -2.1750 -0.9345 3.9650  -0.10
C2 -1.7863 -0.0006 2.8044  -0.25
C3 -3.0208 0.5512 2.0688  -0.22
C4 -3.3593 -0.0200 0.6635  -0.18
C5 -2.6427 -1.2962 0.1799  -0.20
C6 -1.5969 -1.0127 -0.9064  -0.21
C7 -0.2894 -0.4082 -0.3450  -0.22
B1 0.7671 -0.0384 -1.4213  -0.59
P1 0.3676 1.1108 -2.9018  0.33
S1 0.4902 0.0931 -4.5766  0.09
P2 2.5884 -0.7335 -1.4227  0.77
N1 3.2586 0.4836 -0.4016  -0.19
O1 2.4578 -2.0522 -0.4243  -0.34
H1 -3.0077 -1.5855 3.7005  0.03
H2 -1.3205 -1.5354 4.2753  0.01
H3 -2.4563 -0.3170 4.8208  0.08
H4 -1.0780 -0.4887 2.1392  0.06
H5 -1.2501 0.8441 3.2472  0.09
H6 -3.8841 0.4264 2.7210  0.05
H7 -2.8958 1.6303 1.9593  0.06
H8 -4.4329 -0.2162 0.6418  0.10
H9 -3.1995 0.7707 -0.0739  0.10
H10 -3.3908 -1.9537 -0.2703  0.11
H11 -2.1984 -1.8628 1.0005  0.11
H12 -1.3836 -1.9058 -1.4959  0.12
H13 -2.0403 -0.2889 -1.5989  0.10
H14 -0.5536 0.5052 0.2086  0.10
H15 0.1141 -1.1052 0.3983  0.08
H16 -0.8576 1.7765 -2.7053  -0.03
H17 1.3005 2.1676 -2.8303  -0.03
H18 3.3104 0.2185 0.5742  -0.02
H19 4.1736 0.7650 -0.7285  -0.06
H20 2.1966 -1.8139 0.4737  0.01
Cl1 3.2686 -0.8879 -7.3921  0.51
C8 4.2864 -0.0013 -6.2510  -2.04
Cl2 3.8540 1.7133 -6.2864  0.52
Cl3 4.0506 -0.6395 -4.6313  0.44
Cl4 5.9841 -0.1826 -6.7305  0.51
Cl5 -3.1593 -1.2909 -9.1317  0.51
C9 -2.1565 -0.4529 -7.9386  -2.06
Cl6 -2.6168 1.2528 -7.8823  0.51
Cl7 -2.3877 -1.1767 -6.3511  0.50
Cl8 -0.4573 -0.5817 -8.4034  0.50
Cl9 0.8444 3.0610 1.6940  0.52
C10 2.2660 2.6555 2.6609  -2.04
Cl10 2.2682 0.9176 3.0118  0.50
Cl11 3.7320 3.0797 1.7786  0.55
Cl12 2.2067 3.5521 4.1788  0.54
Cl13 0.4898 -2.3854 6.1712  0.55
C11 1.6503 -3.1869 5.1145  -2.05
Cl14 3.2381 -3.2144 5.8794  0.54
Cl15 1.1159 -4.8344 4.7843  0.54
Cl16 1.7464 -2.2937 3.5836  0.49
Cl17 6.4362 1.2481 -2.1011  0.53
C12 7.2304 -0.3143 -1.8317  -2.03
Cl18 7.5269 -1.0855 -3.3862  0.50
Cl19 8.7568 -0.0564 -0.9858  0.54
Cl20 6.1756 -1.3470 -0.8611  0.54
Cl21 -6.5678 4.6825 3.5928  0.54
C13 -5.3705 3.4751 3.1215  -2.04
Cl22 -3.7891 4.2396 2.9536  0.50
Cl23 -5.2893 2.2121 4.3567  0.53
Cl24 -5.8265 2.7631 1.5677  0.55
Cl25 3.1327 -4.3011 -5.4614  0.52
C14 4.7336 -4.9535 -5.1104  -2.05
Cl26 4.6145 -6.1337 -3.7995  0.52
Cl27 5.3835 -5.7405 -6.5538  0.52
Cl28 5.8068 -3.6407 -4.6202  0.48
Cl29 -5.8918 -1.5468 5.2703  0.51
C15 -5.5474 -3.2653 5.4935  -2.06
Cl30 -7.0541 -4.1344 5.7900  0.53
Cl31 -4.7758 -3.9035 4.0374  0.53
Cl32 -4.4626 -3.4719 6.8716  0.52
Cl33 -1.6910 7.8928 0.2661  0.53
C16 -1.5316 7.6827 2.0115  -2.05
Cl34 -1.0268 6.0219 2.3565  0.47
Cl35 -0.3176 8.8012 2.6347  0.53
Cl36 -3.0840 7.9981 2.7894  0.52

---

Below is C16H20CrF6NO6SSi as an isolated structure, with properties calculated with ωB97M-V/def2-TZVPD.

Its net charge is 0. The spin multiplicity is 2. As for the max |F|: 0.62 eV/A. As for the electronic energy: -3459.127037 Eh. As for the expectation value of S²: 0.77. Its relative energy (zero: lowest compared OMol25 entry of this formula, charge and spin) is 141.59 kcal per mole. The HOMO-LUMO gap (spin up / spin down) comes out at 0.24956 / 0.26375 Eh.

Each line ends with the Mulliken spin population.
Geometry (Å):
Cr1 -0.4654 -0.3309 -0.0794  1.06
O1 2.9005 1.6073 1.3574  0.00
C1 1.8106 0.8662 1.3223  -0.01
O2 1.6739 -0.1229 0.6287  0.02
C2 0.7159 1.3538 2.2355  -0.01
O3 -0.4033 0.5462 1.9594  0.01
C3 -1.6837 1.1027 2.3376  0.01
C4 -2.6585 0.7810 1.2114  0.01
O4 -3.9164 1.1160 1.6151  0.00
O5 -1.7708 0.8352 -1.1581  0.00
H1 3.5655 1.2183 0.7661  0.00
H2 0.5238 2.4108 2.0225  0.00
H3 1.0310 1.2662 3.2788  0.00
H4 -1.6003 2.1879 2.4594  0.00
H5 -2.0234 0.6460 3.2635  0.00
C5 -6.4468 1.4034 1.8691  0.00
Si1 -5.0912 2.1090 0.7097  0.00
C6 -5.7244 1.4591 -0.9509  0.00
C7 -5.3723 3.9539 1.0675  0.00
C8 -3.2547 2.6542 -0.2884  -0.02
C9 -2.7896 3.7124 -0.9816  0.00
C10 -1.3938 3.8426 -1.3503  0.00
C11 -0.4719 2.9169 -1.0418  0.01
N1 -0.8546 1.7398 -0.3727  0.00
C12 -2.2857 1.6021 -0.0321  -0.04
S1 -2.4232 -1.0021 0.8153  -0.05
H6 -7.4259 1.8143 1.6003  0.00
H7 -6.2621 1.6567 2.9177  0.00
H8 -6.5113 0.3138 1.8028  0.00
H9 -6.8008 1.2756 -0.9195  0.00
H10 -5.2410 0.5001 -1.1675  0.00
H11 -5.5008 2.1302 -1.7825  0.00
H12 -6.3703 4.1427 1.4674  0.00
H13 -5.2327 4.5721 0.1780  0.00
H14 -4.6485 4.2973 1.8139  0.00
H15 -3.4388 4.5465 -1.2253  0.00
H16 -1.0588 4.7457 -1.8464  0.00
H17 0.5858 3.0071 -1.2431  0.00
C13 1.0252 -3.8561 -1.6973  0.00
C14 0.2776 -2.5296 -1.7719  0.00
O6 -0.1713 -2.1395 -0.5341  0.01
C15 -0.9504 -2.6845 -2.7052  0.00
F1 -0.6285 -3.1980 -3.9048  0.00
F2 -1.8469 -3.4950 -2.1488  0.00
F3 -1.5429 -1.4961 -2.9197  0.00
C16 1.2140 -1.4406 -2.3491  0.00
F4 2.4331 -1.4908 -1.8131  0.00
F5 0.7098 -0.1849 -2.0020  0.00
F6 1.3479 -1.4294 -3.6684  0.00
H18 0.3252 -4.6213 -1.3685  0.00
H19 1.8170 -3.7655 -0.9583  0.00
H20 1.4477 -4.1422 -2.6601  0.00